Entry 1:
Molecular formula: C4H6IO3
Method: DFT, ωB97M-V/def2-TZVPD

Last column: Löwdin charge in e.
Element x y z (Å)
I 3.0137 -0.5483 0.1121  0.202
C -0.4530 1.4549 0.8134  -0.035
C 0.0689 0.4550 -0.2289  -0.398
C 0.3905 -0.9321 0.3696  -0.374
O -0.2021 -1.8199 -0.5487  0.060
C -0.9817 -1.1304 -1.4160  -0.560
O -1.6540 -1.6132 -2.3217  0.084
O -0.9393 0.1528 -1.1482  0.083
H -0.5241 2.4820 0.4555  0.068
H 0.2202 1.4682 1.6705  0.077
H -1.4463 1.1960 1.1803  0.079
H 0.9633 0.8279 -0.7279  0.052
H 0.0678 -0.9612 1.4103  0.124
H 1.4759 -1.0318 0.3799  -0.462

Forces on the atoms, in the same order (eV/Å):
9.0 1.9 -1.0
0.2 0.0 -0.1
0.1 -0.1 2.1
-2.7 1.5 0.5
-1.2 -0.5 -0.7
-0.9 -1.9 -1.2
1.2 0.6 1.6
-0.9 1.1 -1.2
0.1 0.0 -0.3
0.1 -0.1 0.0
0.0 -0.3 -0.1
-0.1 0.1 -0.2
-0.8 -0.7 0.1
-4.2 -1.7 0.6

Summary:
Kohn-Sham gap   6.379 eV
HOMO   -2.836 eV
Largest force on an atom   9.23 eV/Å
Energy   -679.44713 Eh
Relative energy (zero: lowest compared OMol25 entry of this formula, charge and spin)   288.5 kJ/mol
Charge   -1

=====

Entry 2:
Molecular formula: C4H6IP
Method: DFT, ωB97M-V/def2-TZVPD

Last column: Löwdin charge in e.
Element x y z (Å)
C -1.0358 -1.3594 1.2065  -0.384
C -1.2372 -0.4342 0.0754  -0.340
C 0.0468 0.4106 0.0286  -0.279
C 1.2151 -0.4711 0.4697  -0.346
P 0.4277 -1.7163 1.8714  0.863
I -1.3281 0.1778 -4.5358  0.020
H -1.6849 -1.0584 -0.7209  0.102
H -1.9907 0.3347 0.3720  0.108
H 0.0144 0.7255 -0.9900  0.074
H -0.2331 1.2562 0.6623  0.108
H 1.7976 -0.7835 -0.3443  0.040
H 1.8404 0.0044 1.2440  0.034

Forces on the atoms, in the same order (eV/Å):
0.6 -0.1 0.6
-2.2 0.1 1.6
-1.0 -1.1 -0.3
-0.9 1.0 3.0
-0.1 0.2 -1.6
0.0 0.0 0.0
0.8 0.8 -0.4
-0.2 -0.9 -0.4
1.0 0.7 -0.8
0.9 -0.1 0.1
0.8 -1.1 -0.8
0.2 0.4 -0.9

Summary:
Kohn-Sham gap (spin up / spin down)   8.297 / 5.177 eV
HOMO (spin up / spin down)   -8.880 / -8.687 eV
Largest force on an atom   3.34 eV/Å
Energy   -794.88354 Eh
Relative energy (zero: lowest compared OMol25 entry of this formula, charge and spin)   481.0 kJ/mol

=====

Entry 3:
Molecular formula: C4H6LaLiO2
Method: DFT, ωB97M-V/def2-TZVPD

Last column: Löwdin charge in e.
Element x y z (Å)
O -0.2468 -1.1458 0.7304  -0.534
C -0.3789 -0.8085 2.0476  -0.528
C 0.6423 -0.1917 2.7421  -0.076
La -2.6565 -0.7838 0.7987  2.149
Li 0.8629 0.4411 0.0334  0.794
H 1.6877 -0.3575 2.4291  0.067
H 0.5540 0.0522 3.8032  0.062
C -1.3337 2.4735 0.5671  -0.214
C -0.6129 2.4368 1.7277  0.066
O -2.4976 1.6945 0.4706  -0.244
H -1.3332 3.3262 -0.1129  0.139
H 0.2173 3.1395 1.8191  0.103
H -1.0786 1.9750 2.6031  0.087
H -3.2761 2.1566 0.1425  0.129

Forces on the atoms, in the same order (eV/Å):
-1.5 0.8 -0.7
-0.2 1.9 -0.3
-0.8 -1.9 -0.2
3.4 -0.6 1.3
-0.1 -0.5 0.7
-0.4 0.2 -0.1
-0.3 0.1 -0.4
1.2 1.4 2.1
-1.9 0.7 -1.7
-0.7 -1.5 0.1
0.5 -0.6 -0.4
-0.1 -0.4 0.1
0.8 -0.2 -0.3
0.1 0.7 -0.1

Summary:
Kohn-Sham gap   6.721 eV
HOMO   -15.341 eV
Largest force on an atom   3.70 eV/Å
Energy   -344.93343 Eh
Relative energy (zero: lowest compared OMol25 entry of this formula, charge and spin)   40.6 kJ/mol
Charge   +2

=====

Entry 4:
Molecular formula: C4H6LiO7Sc
Method: DFT, ωB97M-V/def2-TZVPD

Last column: Löwdin charge in e.
Element x y z (Å)
O -1.1051 4.4518 -0.7758  -0.089
C -0.4523 3.3900 -0.9360  -0.808
O 0.1276 3.0984 -2.0109  -0.088
O -0.5422 2.4837 0.0516  0.015
O 0.1314 -0.9620 0.8866  -0.303
C -0.3054 0.3617 1.0747  -0.268
C -0.0478 1.1707 -0.1857  -0.155
Li -0.3879 4.9303 -2.5341  0.835
H 0.2560 0.8068 1.9096  0.109
H -1.3835 0.3698 1.3043  0.132
H -0.5678 0.7201 -1.0432  0.142
H 1.0300 1.2045 -0.3977  0.138
C 0.4346 -3.2952 -0.0020  -0.702
O 0.7867 -3.5397 1.1966  -0.244
O 1.1280 -3.8875 -1.0094  0.122
H 1.7494 -4.5148 -0.6227  0.117
Sc 0.5741 -2.3462 2.9967  0.921
O -0.7268 -2.8755 -0.3254  -0.011
H -0.6991 -1.5668 0.4229  0.135

Forces on the atoms, in the same order (eV/Å):
0.5 0.5 0.0
-1.3 -0.3 -0.6
0.6 0.2 -0.3
0.0 0.1 0.5
-2.1 -1.2 0.5
-0.2 0.6 0.1
0.3 0.0 -0.3
-0.1 -0.7 0.6
-0.2 0.0 -0.1
0.3 0.2 0.1
0.2 0.1 0.2
-0.3 -0.1 0.0
-3.7 -2.3 -1.0
0.9 1.0 1.0
0.0 0.7 0.5
0.2 0.2 0.1
0.0 -0.2 -2.2
2.1 0.4 0.3
2.6 0.7 0.7

Summary:
Kohn-Sham gap (spin up / spin down)   6.246 / 5.706 eV
HOMO (spin up / spin down)   -7.210 / -6.239 eV
Largest force on an atom   4.47 eV/Å
Energy   -1450.97549 Eh
Relative energy (zero: lowest compared OMol25 entry of this formula, charge and spin)   0.0 kJ/mol

=====

Entry 5:
Molecular formula: C4H6MgO3
Method: DFT, ωB97M-V/def2-TZVPD

Last column: Löwdin charge in e.
Element x y z (Å)
H -0.0452 2.2295 -0.4788  0.129
O -0.5127 -0.0793 -1.1956  0.175
Mg 2.5514 1.1303 0.1586  1.087
O 1.3537 -0.3217 0.0580  -0.106
C 0.2447 -0.7586 -0.3407  -0.468
O -0.3312 -1.8146 0.1523  0.131
C 0.2844 -2.9393 0.4253  0.171
C -1.5151 0.7179 -0.9611  0.091
C -1.2259 2.1261 -0.8180  0.054
H -0.3754 -3.7384 0.7491  0.130
H 1.3674 -2.9792 0.3208  0.125
H -1.8702 2.5630 -0.0397  0.137
H -2.4656 0.2506 -0.6963  0.191
H -1.4285 2.6788 -1.7405  0.153

Forces on the atoms, in the same order (eV/Å):
-2.7 -0.1 -1.2
-0.5 0.8 -1.3
1.0 0.8 0.1
-1.9 -1.3 -1.2
1.9 -0.8 2.8
-1.0 1.6 -2.0
1.2 -1.9 1.0
0.2 0.8 1.3
2.2 -0.3 1.1
0.3 0.2 0.0
-0.3 -0.1 0.1
-0.2 -0.1 -0.3
-0.1 0.0 -0.3
0.3 0.3 -0.3

Summary:
Kohn-Sham gap (spin up / spin down)   5.540 / 3.686 eV
HOMO (spin up / spin down)   -16.374 / -15.053 eV
Largest force on an atom   3.47 eV/Å
Energy   -580.97833 Eh
Relative energy (zero: lowest compared OMol25 entry of this formula, charge and spin)   319.1 kJ/mol
Charge   +2

=====

Entry 6:
Molecular formula: C4H6N
Method: DFT, ωB97M-V/def2-TZVPD

Last column: Löwdin charge in e.
Element x y z (Å)
C 1.6389 -0.6644 -0.0756  0.253
C 1.3974 0.5800 0.1007  -0.067
C -0.5463 -0.8272 0.4536  -0.046
C -0.0313 0.5739 0.5341  -0.079
N -1.1209 -0.0493 -0.5554  0.145
H 2.2663 -1.4565 -0.3014  0.072
H 2.1029 1.3305 -0.0312  0.104
H -0.9567 -1.5387 1.1480  0.128
H -0.3123 1.2446 1.2783  0.125
H -1.0837 -0.1845 -1.5434  0.164
H -2.1095 0.1785 -0.2446  0.203

Forces on the atoms, in the same order (eV/Å):
-4.0 -2.2 0.5
-2.3 0.2 0.1
6.3 -0.7 -0.1
0.5 -1.6 -0.9
-2.6 2.1 2.0
1.2 -1.2 -0.4
0.9 1.7 -0.1
-0.5 0.1 -0.1
-1.5 1.6 0.6
0.6 -0.2 -0.9
1.3 0.2 -0.8

Summary:
Kohn-Sham gap (spin up / spin down)   9.256 / 9.254 eV
HOMO (spin up / spin down)   -14.055 / -14.054 eV
Largest force on an atom   6.32 eV/Å
Energy   -210.28127 Eh
Relative energy (zero: lowest compared OMol25 entry of this formula, charge and spin)   458.9 kJ/mol
Charge   +1

=====

Entry 7:
Molecular formula: C4H6N
Method: DFT, ωB97M-V/def2-TZVPD

Last column: Löwdin charge in e.
Element x y z (Å)
C 2.8266 -0.0461 0.1932  0.182
C 1.5190 0.0654 0.1387  0.011
C 0.3743 0.2943 -0.2883  0.012
N -0.8926 0.1676 -0.5074  0.080
C -2.2416 -0.0480 0.3061  0.110
H 3.3399 -0.0630 -0.7529  0.110
H 3.2801 -0.3990 1.0561  0.078
H -0.8915 0.3246 -1.5174  0.165
H -2.1468 -0.9565 0.8588  0.096
H -2.8952 0.0325 -0.5424  0.101
H -2.2721 0.6281 1.0555  0.056

Forces on the atoms, in the same order (eV/Å):
-1.4 -0.6 -1.2
1.7 0.9 -0.1
-3.3 -1.5 1.5
1.8 0.9 -0.6
3.0 -1.3 -2.9
0.5 0.4 -0.1
1.1 -0.2 1.6
-1.8 -0.1 0.0
-0.2 -1.2 -0.5
-1.0 -0.2 0.5
-0.4 3.0 1.8

Summary:
Kohn-Sham gap   9.769 eV
HOMO   -15.793 eV
Largest force on an atom   4.34 eV/Å
Energy   -210.37155 Eh
Relative energy (zero: lowest compared OMol25 entry of this formula, charge and spin)   221.8 kJ/mol
Charge   +1

=====

Entry 8:
Molecular formula: C4H6N2
Method: DFT, ωB97M-V/def2-TZVPD

Last column: Löwdin charge in e.
Element x y z (Å)
H -0.9043 2.1351 0.1459  0.046
N -0.0889 1.5262 0.1119  0.118
C -0.4216 0.3006 -0.0171  -0.465
C -1.8195 -0.2562 -0.0915  -0.050
C 0.6575 -0.6959 -0.0286  -0.077
C 1.8850 -0.2367 0.1212  -0.177
N 2.9905 0.1809 0.3988  0.180
H -2.5628 0.5228 0.0924  0.074
H -1.9963 -0.6931 -1.0803  0.084
H -1.9551 -1.0549 0.6468  0.081
H 0.5076 -1.7706 -0.0062  0.107
H 3.7078 0.0417 -0.2933  0.078

Forces on the atoms, in the same order (eV/Å):
0.0 -0.1 0.0
-0.4 -0.1 -0.1
0.0 0.1 0.0
-0.1 0.1 0.0
0.1 0.1 0.1
0.6 -0.1 0.3
-0.5 -0.9 0.2
0.1 -0.1 -0.1
0.0 0.0 0.1
0.0 0.1 -0.1
-0.1 0.2 0.1
0.3 0.6 -0.5

Summary:
Kohn-Sham gap   9.634 eV
HOMO   -8.703 eV
Largest force on an atom   1.09 eV/Å
Energy   -265.46981 Eh
Relative energy (zero: lowest compared OMol25 entry of this formula, charge and spin)   172.7 kJ/mol